Computed, not measured: 2 unconnected molecules or ions with the total composition C5H11O3 at a distorted geometry, with ωB97M-V with the def2-TZVPD basis set.

Geometry as XYZ:
```
19
C5H11O3 ωB97M-V with the def2-TZVPD basis set
C -1.00 0.32 1.09
C -1.32 -0.56 -0.12
C -1.51 -0.43 2.34
O 0.36 0.56 1.22
H -1.49 1.30 1.14
H -0.96 -1.57 0.09
H -0.95 -1.33 2.57
H -1.45 0.26 3.19
H -2.57 -0.65 2.21
H 0.95 0.14 0.51
H -0.85 -0.20 -1.04
H -2.39 -0.71 -0.25
C 2.02 1.03 -1.99
C 1.74 -0.44 -1.64
O 1.59 -0.82 -0.45
O 1.71 -1.20 -2.64
H 1.74 1.26 -3.02
H 3.02 1.34 -1.74
H 1.34 1.70 -1.44
```

Output
total energy: -11507.5662 eV
spin multiplicity: 1
net charge: -1
gap between HOMO and LUMO: 8.42 eV

Atomic partial charges in e from the natural (NBO) method, atoms 1 to 2: number 1, C, carries 0.12; number 2, C, carries -0.63

=====

Computed, not measured: 2 unconnected molecules or ions with the total composition C5H11O3 at a distorted geometry, with ωB97M-V with the def2-TZVPD basis set.

Geometry as XYZ:
```
19
C5H11O3 ωB97M-V with the def2-TZVPD basis set
C 0.36 2.61 1.20
C -1.12 2.43 1.80
O 0.35 2.51 -0.22
H 0.60 3.67 1.31
H 0.93 1.76 1.65
H -1.61 1.59 1.09
H 0.24 1.59 -0.44
H -1.74 3.35 1.78
H -1.14 2.03 2.91
C 0.06 -1.67 -1.27
C -0.07 -3.17 -1.49
C 1.16 -1.26 -0.15
O 1.93 -2.21 0.17
O 0.89 -0.11 0.04
H 0.24 -1.24 -2.37
H -0.86 -1.27 -1.19
H 1.04 -3.58 -1.47
H -0.54 -3.35 -2.50
H -0.69 -3.69 -0.84
```

Output
total energy: -11505.5914 eV
spin multiplicity: 1
net charge: -1
gap between HOMO and LUMO: 7.82 eV

Atomic partial charges in e from the natural (NBO) method, atoms 1 to 2: number 1, C, carries -0.08; number 2, C, carries -0.65

=====

Computed, not measured: 2 unconnected molecules or ions with the total composition C5H11O3 at a distorted geometry, with ωB97M-V with the def2-TZVPD basis set.

Geometry as XYZ:
```
19
C5H11O3 ωB97M-V with the def2-TZVPD basis set
O -2.43 1.34 -1.22
O -3.07 2.43 -1.43
C -1.16 -0.94 1.50
C 0.22 -0.97 0.83
C 0.54 0.19 -0.17
C 1.94 0.00 -0.73
C -0.42 0.36 -1.31
O 0.47 1.42 0.56
H -1.29 -1.86 2.10
H -1.24 -0.10 2.19
H -2.00 -0.90 0.80
H 0.97 -0.93 1.65
H 0.35 -1.93 0.30
H 2.00 -0.95 -1.26
H 2.16 0.81 -1.43
H 2.69 0.01 0.07
H -0.85 -0.63 -1.64
H -0.09 1.18 -1.99
H 1.21 1.48 1.18
```

Output
total energy: -11499.4109 eV
spin multiplicity: 4
gap between HOMO and LUMO (spin up / spin down): 9.00 / 9.00 eV

Atomic partial charges in e from the natural (NBO) method, atoms 1 to 2: number 1, O, carries 0.01; number 2, O, carries 0.01

=====

Computed, not measured: 2 unconnected molecules or ions with the total composition C5H11O3SSi at a distorted geometry, with ωB97M-V with the def2-TZVPD basis set.

Geometry as XYZ:
```
21
C5H11O3SSi ωB97M-V with the def2-TZVPD basis set
C -1.42 0.60 1.29
C -0.05 0.88 2.06
C -1.16 -0.53 0.28
C 1.11 1.07 1.17
C 0.16 -0.26 -0.50
O 0.25 -3.75 -1.65
O 2.10 -2.61 -2.88
O 1.33 -0.12 0.37
Si 0.17 0.66 -2.13
S 1.43 -2.86 -1.59
H -2.05 0.21 2.05
H -1.71 1.55 0.81
H -0.42 1.78 2.70
H -0.02 -0.02 2.69
H -0.93 -1.50 0.81
H -1.99 -0.64 -0.48
H 0.87 1.84 0.49
H 2.04 1.16 1.83
H 1.06 1.84 -2.14
H -1.32 1.02 -2.05
H 0.52 -0.32 -3.12
```

Output
total energy: -30216.3512 eV
spin multiplicity: 1
net charge: -1
gap between HOMO and LUMO (spin up / spin down): 6.65 / 5.24 eV

Atomic partial charges in e from the natural (NBO) method, atoms 1 to 2: number 1, C, carries -0.40; number 2, C, carries -0.42

=====

Computed, not measured: a molecular structure, C5H11O4Sn at a distorted geometry, with ωB97M-V with the def2-TZVPD basis set.

Geometry as XYZ:
```
21
C5H11O4Sn ωB97M-V with the def2-TZVPD basis set
O 0.36 -2.43 -0.13
Sn 1.25 -0.79 0.29
O 1.72 0.60 1.50
C 0.71 0.83 2.42
C -0.67 0.53 1.85
O -0.60 -0.78 1.29
C -1.33 -1.31 0.16
C -0.80 0.00 -1.60
O 0.58 -0.06 -1.46
C 1.40 0.47 -2.49
H 0.69 1.89 2.76
H 0.84 0.20 3.33
H -0.91 1.24 1.04
H -1.47 0.56 2.60
H -2.16 -1.67 -0.49
H -2.11 -1.71 0.85
H -1.15 0.92 -1.11
H -1.16 -0.29 -2.60
H 2.42 0.09 -2.32
H 0.98 0.15 -3.46
H 1.39 1.56 -2.41
```

Output
total energy: -19371.8344 eV
spin multiplicity: 2
gap between HOMO and LUMO (spin up / spin down): 7.26 / 5.56 eV

Atomic partial charges in e from the Mulliken method, atoms 1 to 2: number 1, O, carries -0.70; number 2, Sn, carries 0.91

=====

Computed, not measured: 2 unconnected molecules or ions with the total composition C5H11O5P at a distorted geometry, with ωB97M-V with the def2-TZVPD basis set.

Geometry as XYZ:
```
22
C5H11O5P ωB97M-V with the def2-TZVPD basis set
C 2.99 -0.11 -0.45
O 1.79 0.32 0.19
P 0.27 -0.02 -0.41
O 0.28 -0.75 -1.69
O -0.53 1.33 -0.48
C -0.46 2.28 0.63
O -0.34 -0.67 0.87
C 0.25 -1.71 1.52
H 3.79 -0.01 0.41
H 3.08 0.33 -1.41
H 2.91 -1.23 -0.73
H -0.37 3.30 0.10
H 0.52 1.97 1.13
H -1.32 2.13 1.24
H 1.15 -1.41 2.19
H 0.70 -2.50 0.78
H -0.49 -2.35 2.12
C -2.66 -0.26 -1.70
C -2.91 -0.11 -0.48
O -3.30 0.14 0.58
H -1.74 -0.08 -2.20
H -3.60 -0.59 -2.21
```

Output
total energy: -24889.5098 eV
spin multiplicity: 1
gap between HOMO and LUMO: 9.65 eV
SMILES: COP(=O)(OC)OC.C=C=O

Atomic partial charges in e from the natural (NBO) method, atoms 1 to 2: number 1, C, carries -0.25; number 2, O, carries -0.84

=====

Computed, not measured: a single C5H11OPS molecule at a distorted geometry, with ωB97M-V with the def2-TZVPD basis set.

Geometry as XYZ:
```
19
C5H11OPS ωB97M-V with the def2-TZVPD basis set
C 2.76 -0.63 0.43
C 2.22 0.53 0.90
C 1.94 1.74 0.16
S 0.00 1.41 -0.30
P -0.29 -0.48 -0.84
O -0.14 -0.56 -2.48
C -2.18 -0.35 -0.42
C -2.51 -0.98 0.95
H 2.38 -1.54 0.91
H 3.72 -0.72 -0.04
H 1.42 0.36 1.68
H 1.74 2.71 0.56
H 2.46 1.94 -0.82
H -0.76 -0.11 -3.04
H -2.46 0.66 -0.36
H -2.69 -0.81 -1.19
H -2.06 -0.46 1.78
H -3.56 -0.84 1.10
H -2.00 -1.86 1.03
```

Output
total energy: -27533.1189 eV
spin multiplicity: 1
gap between HOMO and LUMO: 9.18 eV
SMILES: C=CCSP(O)CC

Atomic partial charges in e from the natural (NBO) method, atoms 1 to 2: number 1, C, carries -0.38; number 2, C, carries -0.24

=====

Computed, not measured: 2 unconnected molecules or ions with the total composition C5H11P at a distorted geometry, with ωB97M-V with the def2-TZVPD basis set.

Geometry as XYZ:
```
17
C5H11P ωB97M-V with the def2-TZVPD basis set
C 0.34 2.37 -1.65
C 1.18 2.34 -0.61
C 2.58 1.67 -0.70
C -1.32 -2.98 1.07
C -2.23 -1.85 1.36
P -1.51 -0.25 1.04
H 0.54 1.81 -2.53
H -0.45 3.10 -1.87
H 0.96 2.92 0.30
H 2.62 0.84 -1.48
H 2.87 1.16 0.24
H 3.29 2.51 -0.95
H -0.50 -2.64 0.57
H -0.80 -3.32 1.98
H -1.69 -3.83 0.52
H -2.94 -1.80 2.23
H -2.95 -2.03 0.50
```

Output
total energy: -14647.7525 eV
spin multiplicity: 1
gap between HOMO and LUMO (spin up / spin down): 7.13 / 7.01 eV

Atomic partial charges in e from the natural (NBO) method, atoms 1 to 2: number 1, C, carries -0.41; number 2, C, carries -0.16